(a)
A 2-piece molecular cluster, C4H11N3O2 overall, computed with wB97M-V/def2-TZVPD.

The geometry in ORCA input format:
```
! wB97M-V def2-TZVPD RIJCOSX def2/J DEFGRID3
* xyz 0 1
C -1.484 0.372 -3.371
C -1.271 0.152 -1.892
O -0.011 0.438 -1.549
O -2.092 -0.315 -1.139
H -1.706 -0.632 -3.785
H -0.674 0.740 -3.995
H -2.311 1.027 -3.493
C 1.734 1.261 0.883
C 0.334 -0.476 1.877
N 0.566 0.386 0.971
N -0.800 -1.279 1.676
N 1.145 -0.917 2.918
H -0.020 0.106 -0.543
H 2.028 1.695 1.845
H 1.431 2.059 0.187
H -1.237 -1.007 0.800
H -1.442 -1.666 2.341
H 2.119 -0.666 2.786
H 1.130 -1.933 3.002
H 2.559 0.656 0.480
*
```

Values from the calculation:
SMILES string: CN=C(N)N.CC(=O)O
LUMO level in hartree: 0.0295



(b)
A 2-piece molecular cluster, C4H11N3O2 overall, computed with wB97M-V/def2-TZVPD.

The geometry in ORCA input format:
```
! wB97M-V def2-TZVPD RIJCOSX def2/J DEFGRID3
* xyz 0 1
C -1.179 2.040 0.759
C -0.183 0.589 -0.814
N -1.370 0.033 -1.212
N 0.824 0.329 -1.710
N -0.014 1.542 0.054
H -1.199 -0.817 -1.739
H 1.659 0.834 -1.424
H -1.930 0.661 -1.778
H 0.588 0.571 -2.664
H -0.869 2.423 1.735
H -1.949 1.278 0.917
H -1.614 2.874 0.196
C 1.842 -1.603 0.734
C 0.451 -1.239 1.157
O -0.470 -2.103 0.671
O 0.178 -0.563 2.163
H -1.307 -1.776 1.056
H 1.835 -2.027 -0.273
H 2.465 -0.706 0.741
H 2.245 -2.340 1.430
*
```

Values from the calculation:
SMILES string: CN=C(N)N.CC(=O)O
LUMO level in hartree: 0.0226



Tell me which of them is the least stable. Sure, it is (b).



(a)
A 2-piece molecular cluster, C4H11N3O2 overall, computed with wB97M-V/def2-TZVPD.

The geometry in ORCA input format:
```
! wB97M-V def2-TZVPD RIJCOSX def2/J DEFGRID3
* xyz 0 1
C -2.418 1.357 -0.289
C -0.683 0.406 -1.450
N -1.250 0.463 -0.311
N -1.003 1.165 -2.562
N 0.528 -0.253 -1.540
H 0.403 -0.051 3.363
H -2.167 2.421 -0.412
H -2.962 1.266 0.649
H -1.738 1.849 -2.523
H -0.713 0.930 -3.497
H 0.667 -0.893 -0.769
H 0.864 -0.698 -2.384
H -3.076 1.001 -1.100
C 2.511 -1.418 1.524
C 1.196 -1.289 2.215
O 1.298 -0.184 3.031
O 0.096 -1.760 2.082
H 2.795 -2.464 1.400
H 3.362 -0.942 1.994
H 2.288 -0.907 0.577
*
```

Values from the calculation:
SMILES string: CN=C(N)N.CC(=O)O
LUMO level in hartree: 0.0301



(b)
A 2-piece molecular cluster, C4H11N3O2 overall, computed with wB97M-V/def2-TZVPD.

The geometry in ORCA input format:
```
! wB97M-V def2-TZVPD RIJCOSX def2/J DEFGRID3
* xyz 0 1
C -0.910 0.598 -2.974
C -0.962 1.481 -1.747
O 0.293 1.801 -1.357
O -1.963 1.832 -1.196
H -1.514 0.986 -3.788
H -1.345 -0.385 -2.773
H 0.118 0.418 -3.250
C -0.637 -1.490 2.786
C 0.973 -1.078 1.107
N -0.224 -1.397 1.405
N 1.255 -0.686 -0.203
N 2.021 -0.835 1.974
H 0.219 2.391 -0.590
H -1.543 -0.906 2.914
H 0.073 -1.260 3.589
H 1.766 0.180 -0.219
H 0.455 -0.679 -0.809
H 2.949 -1.061 1.657
H 1.810 -1.043 2.933
H -0.923 -2.527 3.014
*
```

Values from the calculation:
SMILES string: CN=C(N)N.CC(=O)O
LUMO level in hartree: 0.0238



Tell me which of them is the least stable. Sure, it is (a).



(a)
A 2-piece molecular cluster, C4H11N3O2 overall, computed with wB97M-V/def2-TZVPD.

The geometry in ORCA input format:
```
! wB97M-V def2-TZVPD RIJCOSX def2/J DEFGRID3
* xyz 0 1
C 2.008 -2.196 2.408
C 1.217 -1.396 1.425
O 1.502 -0.311 0.976
O 0.012 -1.937 1.179
H 1.466 -2.035 3.328
H 3.005 -1.782 2.535
H 2.118 -3.231 2.105
C 0.439 1.882 -0.372
C -1.510 0.575 -1.502
N -0.706 0.954 -0.470
N -1.563 1.520 -2.512
N -2.086 -0.557 -1.436
H -0.888 0.557 0.433
H -0.067 2.816 -0.097
H 0.966 1.920 -1.318
H -1.503 2.503 -2.311
H -2.208 1.365 -3.269
H -0.493 -1.398 0.550
H -2.727 -0.871 -2.145
H 1.017 1.622 0.494
*
```

Values from the calculation:
SMILES string: [H]/N=C(\N)NC.CC(=O)O
LUMO level in hartree: 0.0321



(b)
A 2-piece molecular cluster, C4H11N3O2 overall, computed with wB97M-V/def2-TZVPD.

The geometry in ORCA input format:
```
! wB97M-V def2-TZVPD RIJCOSX def2/J DEFGRID3
* xyz 0 1
C 0.553 0.646 2.486
C 0.217 2.156 2.233
O 1.454 2.927 2.033
O -0.763 2.801 2.248
H -0.195 -0.153 2.608
H 1.468 0.590 3.217
H 1.058 0.353 1.527
C 0.882 -0.485 -2.262
C -1.102 -1.118 -1.150
N -2.067 -0.408 -0.703
N 0.296 -0.829 -0.943
N -1.135 -2.389 -1.619
H 1.444 3.560 2.906
H -3.123 -0.552 -0.886
H 0.430 -0.096 -0.263
H -0.330 -2.793 -2.108
H -2.006 -2.880 -1.609
H 1.190 -1.510 -2.556
H 1.718 0.155 -2.182
H 0.011 0.027 -2.979
*
```

Values from the calculation:
SMILES string: [H]/N=C(\N)NC.CC(=O)O
LUMO level in hartree: 0.0248



(c)
A 2-piece molecular cluster, C4H11N3O2 overall, computed with wB97M-V/def2-TZVPD.

The geometry in ORCA input format:
```
! wB97M-V def2-TZVPD RIJCOSX def2/J DEFGRID3
* xyz 0 1
C -0.492 -2.292 0.673
C -1.010 -0.668 -1.108
N 0.126 -0.266 -1.714
N -1.314 -1.981 -0.605
N -2.063 0.235 -1.197
H 0.755 -1.093 -1.782
H 1.216 1.956 3.029
H -1.290 -2.669 -1.330
H -2.190 0.842 -1.958
H -2.916 -0.041 -0.865
H 0.036 -1.390 1.023
H 0.184 -3.227 0.608
H -1.361 -2.478 1.469
C 1.443 2.116 -0.118
C 1.556 1.516 1.289
O 1.011 2.406 2.170
O 1.888 0.434 1.723
H 1.812 3.206 -0.030
H 0.417 1.837 -0.490
H 2.191 1.558 -0.788
*
```

Values from the calculation:
SMILES string: [H]/N=C(/N)NC.CC(=O)O
LUMO level in hartree: 0.0290



(d)
A 2-piece molecular cluster, C4H11N3O2 overall, computed with wB97M-V/def2-TZVPD.

The geometry in ORCA input format:
```
! wB97M-V def2-TZVPD RIJCOSX def2/J DEFGRID3
* xyz 0 1
C 2.533 1.049 0.171
C 1.442 -1.019 -0.502
N 0.336 -1.674 -0.379
N 1.449 0.342 -0.479
N 2.609 -1.616 -0.896
H -1.075 -0.875 -0.301
H 0.274 -2.592 -0.792
H 0.542 0.736 -0.227
H 3.420 -1.112 -1.226
H 2.742 -2.598 -0.753
H 2.183 1.954 0.648
H 3.383 1.197 -0.500
H 2.983 0.435 0.968
C -3.381 1.198 0.801
C -2.025 0.694 0.400
O -2.031 -0.471 -0.183
O -1.018 1.365 0.583
H -3.414 2.277 0.682
H -3.534 1.026 1.874
H -4.206 0.694 0.305
*
```

Values from the calculation:
SMILES string: [H]/N=C(\N)NC.CC(=O)O
LUMO level in hartree: 0.0292



Tell me which of them is the least stable. Sure, it is (b).



(a)
A 2-piece molecular cluster, C4H11N3O2 overall, computed with wB97M-V/def2-TZVPD.

The geometry in ORCA input format:
```
! wB97M-V def2-TZVPD RIJCOSX def2/J DEFGRID3
* xyz 0 1
C 2.582 -2.591 0.501
C 1.615 -1.623 -0.063
O 0.448 -1.725 0.605
O 1.784 -0.836 -0.971
H 2.635 -3.408 -0.229
H 2.137 -3.149 1.319
H 3.551 -2.306 0.744
C -1.835 0.800 1.711
C -1.113 1.495 -0.447
N -1.073 0.618 0.502
N -0.306 1.355 -1.577
N -2.031 2.537 -0.482
H -0.005 -0.830 0.251
H -2.912 0.978 1.688
H -1.352 1.673 2.257
H 0.348 0.590 -1.388
H 0.281 2.153 -1.826
H -2.913 2.281 -0.099
H -2.063 3.010 -1.370
H -1.520 -0.073 2.327
*
```

Values from the calculation:
SMILES string: CN=C(N)N.CC(=O)O
LUMO level in hartree: 0.0310



(b)
A 2-piece molecular cluster, C4H11N3O2 overall, computed with wB97M-V/def2-TZVPD.

The geometry in ORCA input format:
```
! wB97M-V def2-TZVPD RIJCOSX def2/J DEFGRID3
* xyz 0 1
C 1.641 1.383 1.310
C -0.613 0.412 1.232
O 0.278 1.465 0.882
N -0.231 -0.532 2.039
H -1.046 -0.956 2.483
H -1.638 0.813 1.226
H 1.854 2.202 2.001
H 1.861 0.431 1.799
H 2.282 1.479 0.430
C -0.627 -0.548 -0.913
N 0.202 -1.673 -0.723
N -1.971 -0.811 -1.183
C 0.033 0.494 -1.570
O 1.332 0.387 -1.859
H 1.543 -0.538 -1.529
H 0.588 -1.596 0.231
H -0.359 -2.519 -0.744
H -2.571 0.006 -1.128
H -2.124 -1.300 -2.058
H -0.434 1.401 -1.925
*
```

Values from the calculation:
SMILES string: [H]/N=C/OC.NC(N)=CO
LUMO level in hartree: 0.0304



Tell me which of them is the least stable. Sure, it is (b).



(a)
A 2-piece molecular cluster, CH5NO overall, computed with wB97M-V/def2-TZVPD.

The geometry in ORCA input format:
```
! wB97M-V def2-TZVPD RIJCOSX def2/J DEFGRID3
* xyz 0 1
N -1.823 -0.456 0.183
H -1.256 0.306 -0.159
H -1.857 -0.397 1.197
H -1.397 -1.352 -0.027
O 2.087 -0.602 -0.159
C 1.613 0.476 -0.292
H 1.494 0.980 -1.267
H 1.138 1.045 0.525
*
```

Values from the calculation:
SMILES string: C=O.N
LUMO level in hartree: 0.0257



(b)
CH5NO as an isolated structure, computed with wB97M-V/def2-TZVPD.

The geometry in ORCA input format:
```
! wB97M-V def2-TZVPD RIJCOSX def2/J DEFGRID3
* xyz 0 1
C 0.833 0.079 -0.237
N -1.149 -0.230 -0.229
O -1.745 0.651 0.650
H -0.291 0.392 0.472
H -1.030 -1.152 0.231
H 0.905 0.813 -1.028
H 1.370 0.374 0.673
H 1.107 -0.927 -0.531
*
```

Values from the calculation:
LUMO level (spin up / spin down) in hartree: -0.0017 / -0.0017



Tell me which of them is the least stable. Sure, it is (b).



(a)
One molecule with the formula C7H13N3O4, computed with wB97M-V/def2-TZVPD.

The geometry in ORCA input format:
```
! wB97M-V def2-TZVPD RIJCOSX def2/J DEFGRID3
* xyz 0 1
C 1.698 -1.491 -0.131
C 0.428 -1.212 0.734
C 2.740 -0.361 0.008
C 2.369 0.957 -0.683
C 1.197 1.687 -0.102
C -2.021 -0.853 0.579
C -2.954 0.108 -0.136
H 2.155 -1.853 -2.094
H 0.914 -2.699 -1.460
H 2.166 -2.416 0.267
H 2.934 -0.229 1.076
H 3.650 -0.727 -0.481
H 3.246 1.614 -0.693
H 2.051 0.802 -1.718
H 0.686 2.743 1.598
H 2.221 2.031 1.666
H -0.517 -0.985 -0.996
H -2.602 -1.811 0.594
H -1.983 -0.578 1.636
H -1.446 1.158 -0.835
N 1.315 -1.760 -1.539
N 1.437 2.285 1.085
N -0.715 -0.945 -0.004
O 0.448 -1.222 1.931
O 0.067 1.766 -0.598
O -4.193 0.045 -0.053
O -2.382 1.020 -0.900
*
```

Values from the calculation:
SMILES string: NC(=O)CC[C@H](N)C(=O)NCC(=O)O
LUMO level in hartree: 0.0120



(b)
One molecule with the formula C7H13N3O4, computed with wB97M-V/def2-TZVPD.

The geometry in ORCA input format:
```
! wB97M-V def2-TZVPD RIJCOSX def2/J DEFGRID3
* xyz 0 1
C -2.784 -1.491 -0.173
C -2.446 -0.092 0.158
C -0.420 1.142 0.682
C -0.549 2.426 -0.121
C 1.051 0.634 0.830
C 1.776 0.319 -0.456
C 3.251 0.028 -0.270
H -1.526 -2.575 -1.539
H -1.244 -2.840 -0.020
H -3.621 -1.581 -0.855
H -3.142 -1.989 0.781
H -0.662 -0.597 -0.392
H -0.898 1.456 1.697
H 1.650 1.387 1.362
H 0.970 -0.268 1.428
H 1.667 1.254 -1.015
H 1.358 -0.612 -0.969
H 4.557 -1.324 0.462
H 3.069 -2.041 0.088
H -2.422 2.186 -0.420
N -1.541 -2.116 -0.668
N -1.169 0.225 -0.096
N 3.572 -1.179 0.358
O -3.333 0.711 0.419
O 0.405 3.190 -0.308
O 4.122 0.876 -0.387
O -1.691 2.871 -0.576
*
```

Values from the calculation:
SMILES string: NCC(=O)N[C@@H](CCC(N)=O)C(=O)O
LUMO level in hartree: 0.0040



Tell me which of them is the least stable. Sure, it is (b).



(a)
One molecule with the formula C2H3N3S, computed with wB97M-V/def2-TZVPD.

The geometry in ORCA input format:
```
! wB97M-V def2-TZVPD RIJCOSX def2/J DEFGRID3
* xyz 0 1
C 0.555 -0.306 -0.143
C 1.038 1.014 -0.231
H -2.919 1.036 0.761
H -0.664 -1.412 0.559
H 2.145 -1.183 -0.614
N -0.758 -0.383 0.308
N 1.199 -1.377 -0.262
N 1.419 2.140 -0.024
S -2.015 0.470 -0.353
*
```

Values from the calculation:
SMILES string: [H]/N=C(\C#N)NS
LUMO level in hartree: -0.0002



(b)
One molecule with the formula C2H3N3S, computed with wB97M-V/def2-TZVPD.

The geometry in ORCA input format:
```
! wB97M-V def2-TZVPD RIJCOSX def2/J DEFGRID3
* xyz 0 1
C 0.437 0.143 -0.143
C 0.897 -1.055 0.459
N 0.373 1.171 -0.749
N -0.719 1.889 -1.126
N -1.792 1.548 -0.703
S -2.166 0.373 0.254
H 1.469 -1.731 -0.237
H 1.567 -0.929 1.391
H -0.067 -1.409 0.854
*
```

Values from the calculation:
LUMO level in hartree: -0.0072



(c)
One molecule with the formula C2H3N3S, computed with wB97M-V/def2-TZVPD.

The geometry in ORCA input format:
```
! wB97M-V def2-TZVPD RIJCOSX def2/J DEFGRID3
* xyz 0 1
C 0.211 0.153 0.499
C 0.820 -0.607 -0.440
H -0.144 0.974 2.514
H 1.762 -1.293 -0.326
H -1.787 0.481 -1.816
N -0.021 -0.830 -1.465
N -1.065 -0.004 -1.104
N -0.889 0.683 0.115
S 1.114 0.444 2.022
*
```

Values from the calculation:
SMILES string: Sc1cn[nH]n1
LUMO level in hartree: 0.0280



(d)
One molecule with the formula C2H3N3S, computed with wB97M-V/def2-TZVPD.

The geometry in ORCA input format:
```
! wB97M-V def2-TZVPD RIJCOSX def2/J DEFGRID3
* xyz 0 1
C 0.709 -0.566 -0.348
C 0.795 -0.363 1.217
N -0.232 0.536 1.065
N -0.394 0.397 -0.268
N -1.813 0.332 -1.014
S 2.292 0.157 0.284
H 0.815 -1.461 -1.042
H -0.381 1.367 1.725
H -1.790 -0.399 -1.618
*
```

Values from the calculation:
LUMO level (spin up / spin down) in hartree: -0.0368 / -0.0414



Tell me which of them is the least stable. Sure, it is (d).